C28H18N4NiO5 as an isolated structure at a distorted geometry, computed with the ωB97M-V functional and the def2-TZVPD basis.

Last column: natural (NBO) charge in e.
CARTESIAN COORDINATES (ANGSTROEM)
Ni1 -0.29 -0.19 0.32  1.28
C1 4.68 -1.50 -1.73  -0.26
C2 3.97 -2.21 -0.77  -0.20
C3 3.05 -1.61 0.10  -0.26
C4 2.71 -0.27 -0.14  0.30
C5 3.47 0.50 -1.07  -0.27
C6 4.47 -0.11 -1.85  -0.21
N1 1.62 0.24 0.59  -0.78
C7 1.85 0.97 1.75  0.19
C8 2.99 1.64 2.20  -0.30
C9 2.92 2.45 3.27  -0.21
C10 1.77 2.59 4.02  -0.29
C11 0.63 1.84 3.77  -0.24
C12 0.66 1.00 2.62  0.14
N2 -0.37 0.25 2.10  -0.33
N3 -1.32 -0.18 2.91  -0.33
C13 -1.96 -1.19 2.34  0.32
C14 -2.91 -2.00 3.02  -0.28
C15 -3.43 -3.09 2.33  -0.18
C16 -3.10 -3.31 0.98  -0.33
C17 -2.19 -2.46 0.37  0.09
N4 -1.60 -1.49 1.06  -0.56
H1 5.44 -1.98 -2.27  0.19
H2 4.22 -3.29 -0.71  0.19
H3 2.70 -2.13 1.00  0.21
H4 3.14 1.55 -1.20  0.23
H5 5.00 0.42 -2.63  0.20
H6 3.85 1.51 1.64  0.21
H7 3.81 3.00 3.49  0.19
H8 1.74 3.33 4.84  0.19
H9 -0.26 1.93 4.36  0.22
H10 -3.17 -1.73 4.01  0.21
H11 -3.98 -3.81 2.90  0.19
H12 -3.51 -4.07 0.35  0.21
H13 -1.92 -2.58 -0.67  0.27
O1 -1.87 -2.00 -5.53  -0.60
C18 -1.25 -1.41 -4.66  0.37
C19 -0.07 -0.40 -4.78  0.37
O2 0.62 -0.26 -5.78  -0.61
C20 0.14 0.23 -3.42  0.33
C21 -0.30 -0.83 -2.50  0.26
O3 0.14 -1.08 -1.36  -0.75
C22 -1.39 -1.61 -3.21  0.29
O4 -2.29 -2.32 -2.71  -0.71
O5 0.57 1.38 -3.22  -0.64
C23 -3.56 2.94 -0.53  -0.26
C24 -2.31 3.31 -0.05  -0.23
C25 -1.25 2.39 0.05  -0.28
C26 -1.46 1.08 -0.37  -0.06
C27 -2.58 0.82 -1.09  -0.30
C28 -3.66 1.73 -1.12  -0.21
H14 -4.41 3.64 -0.45  0.19
H15 -2.16 4.30 0.36  0.19
H16 -0.31 2.75 0.45  0.22
H17 -2.77 -0.13 -1.61  0.24
H18 -4.52 1.45 -1.75  0.20

Spin multiplicity: 3
E_tot, Eh: -3181.2745
<S²>: 2.10
Charge: -2
M, g/mol: 549.2


C28H19Br2FGeMnNO as an isolated structure at a distorted geometry, computed with the ωB97M-V functional and the def2-TZVPD basis.

Last column: natural (NBO) charge in e.
CARTESIAN COORDINATES (ANGSTROEM)
Mn1 0.81 0.85 1.70  0.93
Br1 0.80 0.72 6.36  0.17
C1 2.06 0.26 5.08  -0.12
C2 3.41 0.07 5.46  -0.21
C3 4.36 -0.32 4.56  -0.06
Br2 6.12 -0.60 5.13  0.14
C4 4.01 -0.52 3.20  -0.11
C5 4.85 -0.99 2.17  -0.05
C6 4.38 -1.18 0.90  -0.26
C7 3.06 -0.82 0.59  0.13
N1 2.26 -0.39 1.53  -0.39
C8 2.67 -0.28 2.84  0.10
C9 1.68 0.07 3.78  0.25
O1 0.38 0.14 3.33  -0.61
H1 3.68 0.22 6.50  0.26
H2 5.89 -1.21 2.40  0.25
H3 5.02 -1.55 0.11  0.25
H4 2.66 -0.86 -0.42  0.23
F1 1.64 2.35 1.29  -0.55
C10 -0.26 0.52 0.54  0.07
Ge1 -1.44 0.30 -1.10  1.55
C11 -0.85 1.72 -2.24  -0.41
C12 -1.69 2.75 -2.64  -0.21
C13 -1.22 3.77 -3.47  -0.20
C14 0.10 3.76 -3.88  -0.16
C15 0.96 2.75 -3.48  -0.21
C16 0.49 1.74 -2.66  -0.21
C17 -0.79 -1.43 -1.66  -0.50
C18 -0.24 -1.60 -2.92  -0.20
C19 0.20 -2.86 -3.33  -0.21
C20 0.09 -3.94 -2.47  -0.18
C21 -0.46 -3.78 -1.21  -0.23
C22 -0.90 -2.53 -0.80  -0.13
C23 -3.19 0.34 -0.36  -0.40
C24 -3.41 -0.05 0.96  -0.23
C25 -4.70 -0.10 1.48  -0.19
C26 -5.78 0.23 0.68  -0.18
C27 -5.58 0.61 -0.64  -0.20
C28 -4.29 0.66 -1.16  -0.22
H5 -2.72 2.79 -2.31  0.22
H6 -1.88 4.56 -3.77  0.23
H7 0.47 4.56 -4.52  0.23
H8 2.00 2.76 -3.79  0.22
H9 1.18 0.95 -2.36  0.20
H10 -0.15 -0.77 -3.61  0.22
H11 0.62 -2.99 -4.32  0.23
H12 0.42 -4.92 -2.79  0.23
H13 -0.56 -4.63 -0.54  0.23
H14 -1.35 -2.42 0.18  0.21
H15 -2.58 -0.30 1.61  0.21
H16 -4.85 -0.40 2.51  0.23
H17 -6.78 0.19 1.08  0.23
H18 -6.42 0.86 -1.27  0.23
H19 -4.16 0.93 -2.20  0.22

Spin multiplicity: 2
Relative energy (zero: lowest compared OMol25 entry of this formula, charge and spin), kJ/mol: 78.0
<S²>: 1.20
Charge: +1
M, g/mol: 691.8


A 2-piece molecular cluster, C28H19F7O4S2 overall at a distorted geometry, computed with the ωB97M-V functional and the def2-TZVPD basis.

Last column: natural (NBO) charge in e.
CARTESIAN COORDINATES (ANGSTROEM)
F1 4.35 3.94 -0.01  -0.32
C1 3.11 4.22 0.46  0.97
F2 3.12 5.48 1.00  -0.32
F3 2.27 4.26 -0.62  -0.32
C2 2.61 3.22 1.47  -0.07
C3 1.41 3.54 2.09  -0.24
C4 0.76 2.57 2.82  0.00
C5 1.21 1.21 2.80  -0.16
C6 0.42 0.14 3.32  0.14
C7 0.35 -1.20 2.81  -0.07
C8 1.15 -1.73 1.77  -0.13
C9 0.93 -2.99 1.25  -0.21
C10 -0.02 -3.83 1.81  -0.07
C11 -0.30 -5.16 1.20  0.97
F4 -0.89 -6.02 2.09  -0.32
F5 -1.15 -5.07 0.13  -0.32
F6 0.84 -5.75 0.73  -0.32
C12 -0.82 -3.38 2.86  -0.21
C13 -0.65 -2.09 3.33  -0.10
C14 2.54 1.01 2.39  -0.10
C15 3.24 2.00 1.69  -0.22
H1 1.00 4.55 2.02  0.24
H2 -0.08 2.88 3.43  0.24
H3 -0.52 0.46 3.74  0.25
H4 1.98 -1.15 1.33  0.23
H5 1.49 -3.32 0.38  0.24
H6 -1.57 -4.05 3.29  0.25
H7 -1.28 -1.76 4.15  0.25
H8 3.03 0.08 2.72  0.24
H9 4.24 1.81 1.33  0.25
F7 2.09 -1.51 5.61  -0.36
C16 2.17 -0.18 5.75  -0.22
S1 0.64 0.87 6.09  1.92
C17 -0.11 1.95 7.38  -0.13
C18 0.32 3.28 7.38  -0.20
C19 -0.48 4.27 7.92  -0.21
C20 -1.69 3.94 8.54  -0.20
C21 -2.17 2.62 8.45  -0.23
C22 -1.39 1.62 7.87  -0.23
O1 1.05 2.03 5.26  -0.99
O2 -0.46 -0.02 5.71  -0.99
S2 3.41 0.18 7.20  2.02
C23 3.81 -1.13 8.43  -0.31
C24 2.99 -1.28 9.55  -0.12
C25 3.47 -1.93 10.69  -0.24
C26 4.77 -2.44 10.72  -0.19
C27 5.54 -2.41 9.56  -0.22
C28 5.06 -1.77 8.41  -0.18
O3 4.71 0.58 6.70  -0.93
O4 2.59 1.11 7.97  -0.98
H10 1.24 3.58 6.90  0.25
H11 -0.15 5.31 7.83  0.22
H12 -2.27 4.70 9.04  0.21
H13 -3.18 2.38 8.80  0.22
H14 -1.76 0.60 7.75  0.24
H15 1.97 -0.90 9.52  0.23
H16 2.82 -2.03 11.57  0.22
H17 5.17 -2.88 11.64  0.22
H18 6.51 -2.90 9.54  0.22
H19 5.65 -1.76 7.50  0.24

E_tot, Eh: -2874.5557
M, g/mol: 616.6


C28H19N6O6Sc as an isolated structure at a distorted geometry, computed with the ωB97M-V functional and the def2-TZVPD basis.

Last column: natural (NBO) charge in e.
CARTESIAN COORDINATES (ANGSTROEM)
Sc1 1.39 1.65 -3.13  1.98
O1 5.15 2.99 -3.34  -0.55
C1 3.97 2.83 -3.33  0.66
O2 3.44 1.61 -3.32  -0.86
C2 2.88 4.03 -3.30  0.67
O3 3.16 5.20 -3.41  -0.55
O4 1.65 3.62 -3.14  -0.81
C3 -4.13 2.14 9.12  -0.26
O5 -5.16 2.18 8.06  -0.49
C4 -4.70 2.16 6.78  0.33
C5 -3.34 2.09 6.44  -0.31
C6 -2.94 1.92 5.14  -0.19
C7 -3.84 1.81 4.08  0.12
C8 -5.21 1.90 4.42  -0.17
C9 -5.63 2.07 5.73  -0.28
N1 -3.51 1.65 2.77  -0.23
N2 -2.26 1.63 2.45  -0.21
C10 -1.91 1.65 1.12  0.05
C11 -2.89 1.68 0.11  -0.16
C12 -2.54 1.64 -1.19  -0.28
C13 -1.15 1.63 -1.61  0.37
O6 -0.82 1.61 -2.90  -0.80
C14 -0.13 1.58 -0.60  0.13
N3 1.17 1.48 -1.00  -0.57
C15 2.14 1.56 -0.09  0.08
C16 1.89 1.75 1.26  -0.27
C17 0.56 1.81 1.70  -0.08
C18 -0.49 1.71 0.76  -0.07
H1 -4.68 2.08 10.07  0.21
H2 -3.49 3.02 9.03  0.19
H3 -3.52 1.22 9.00  0.19
H4 -2.59 2.19 7.24  0.22
H5 -1.86 1.86 4.90  0.23
H6 -5.95 1.83 3.60  0.22
H7 -6.68 2.15 5.92  0.23
H8 -3.93 1.68 0.43  0.25
H9 -3.26 1.72 -2.00  0.23
H10 3.19 1.43 -0.42  0.23
H11 2.74 1.85 1.94  0.24
H12 0.28 1.99 2.74  0.25
N4 5.23 -8.28 -6.05  -0.28
C19 4.75 -7.31 -5.62  0.26
C20 4.11 -6.16 -5.07  -0.19
C21 4.59 -4.85 -5.26  -0.12
C22 3.89 -3.75 -4.75  -0.26
C23 2.69 -3.97 -4.01  0.26
C24 2.28 -5.30 -3.74  -0.24
C25 2.96 -6.39 -4.30  -0.13
N5 1.91 -2.87 -3.55  -0.37
C26 0.63 -2.96 -2.95  -0.10
C27 0.23 -1.67 -2.76  -0.04
N6 1.21 -0.81 -3.22  -0.57
C28 2.20 -1.57 -3.64  0.23
H13 5.50 -4.69 -5.85  0.24
H14 4.30 -2.76 -4.91  0.23
H15 1.37 -5.45 -3.16  0.22
H16 2.56 -7.40 -4.17  0.24
H17 0.17 -3.89 -2.62  0.24
H18 -0.73 -1.31 -2.39  0.24
H19 3.18 -1.23 -4.02  0.23

Relative energy (zero: lowest compared OMol25 entry of this formula, charge and spin), kJ/mol: 0.0
M, g/mol: 580.5